No. 1
The following is a quantum chemistry calculation of a 2-piece molecular cluster, C26H46BF4N2O6S overall at a distorted geometry, from the Open Molecules 2025 dataset.

Geometry as XYZ:
```
86
Properties=species:S:1:pos:R:3:forces:R:3:mulliken_charge:R:1
C -2.940 2.733 -2.266 0.0 0.2 0.1 -1.03
C -2.180 3.789 -3.064 -0.2 -0.5 -0.2 -0.63
C -0.686 3.783 -2.795 -0.8 0.3 -0.5 -0.64
C -0.430 4.032 -1.342 0.4 -0.3 0.0 -0.39
C 1.041 4.131 -0.937 -0.8 0.1 0.3 -0.98
C 1.374 3.108 0.132 1.1 0.1 0.0 0.00
C 2.521 3.524 1.058 -0.1 -0.2 0.2 -0.72
C 3.502 2.445 1.519 -0.3 0.8 0.2 -1.28
C 2.973 1.600 2.664 0.1 -0.8 -1.2 -0.74
C 1.958 0.585 2.156 -0.2 0.4 0.6 -0.15
C 1.722 -0.541 3.127 0.1 -0.6 -0.2 -1.11
C 0.651 -1.536 2.676 0.6 0.4 0.0 -1.21
C 0.994 -2.054 1.281 -1.0 0.3 0.3 0.12
C 0.296 -3.371 0.921 0.7 0.4 -0.4 -2.01
N -0.330 -3.346 -0.423 1.0 -0.1 1.2 0.14
C -1.607 -3.405 -0.693 -0.2 0.1 0.0 0.61
C -2.715 -3.510 0.247 -0.7 -0.3 0.0 -0.65
B -4.139 -3.145 -0.370 -0.2 0.2 0.6 0.32
O -4.943 -2.258 0.274 0.0 0.4 -0.3 -0.48
O -4.570 -3.768 -1.502 1.2 -0.2 -0.8 -0.60
N -1.711 -3.349 -2.020 -1.1 0.1 -0.5 0.22
C -0.505 -3.239 -2.601 0.3 -0.2 -1.4 -0.04
C -0.269 -3.119 -4.051 -0.9 0.4 -0.4 -0.64
C -1.481 -3.401 -4.961 0.8 0.3 0.4 -0.67
C -1.012 -4.137 -6.175 -0.6 -0.1 0.0 -0.65
F -0.477 -5.347 -5.805 0.3 -0.5 0.2 -0.29
C 0.378 -3.247 -1.605 0.9 -0.3 0.8 -0.22
S 2.119 -3.159 -1.746 0.3 0.4 -0.3 1.44
O 2.737 -3.637 -0.573 0.2 -0.9 1.2 -0.68
O 2.450 -1.868 -2.210 0.0 0.9 -0.9 -0.64
C 2.594 -4.416 -3.065 0.1 0.3 1.0 0.65
F 3.680 -4.978 -2.625 1.0 -0.4 0.4 -0.21
F 1.666 -5.334 -3.182 -0.8 -0.6 -0.3 -0.20
F 2.847 -3.827 -4.196 -0.1 0.5 -1.0 -0.18
H -3.417 3.166 -1.402 -0.2 0.1 0.4 0.32
H -2.260 1.982 -1.891 0.2 -0.4 0.0 0.22
H -3.711 2.250 -2.848 -0.2 -0.2 -0.2 0.34
H -2.571 4.765 -2.832 -0.2 0.5 0.1 0.36
H -2.378 3.630 -4.114 0.1 0.0 -0.4 0.39
H -0.278 2.836 -3.132 0.3 -0.3 0.0 0.26
H -0.269 4.556 -3.419 0.5 0.3 -0.2 0.32
H -0.980 4.910 -1.036 -0.2 0.4 0.1 0.38
H -0.869 3.205 -0.808 -0.2 -0.3 0.4 0.14
H 1.662 3.977 -1.801 0.4 0.0 -0.4 0.44
H 1.216 5.137 -0.586 0.3 0.3 0.2 0.44
H 0.522 2.911 0.751 -0.6 -0.2 0.2 0.23
H 1.665 2.198 -0.372 -0.1 -0.6 -0.2 0.11
H 3.053 4.356 0.624 0.3 0.3 -0.3 0.52
H 2.043 3.890 1.954 -0.1 0.5 0.4 0.11
H 4.404 2.934 1.856 0.4 0.2 0.1 0.40
H 3.792 1.820 0.688 0.1 -0.4 -0.4 0.53
H 3.800 0.995 3.006 0.4 0.0 0.6 0.50
H 2.576 2.214 3.452 -0.1 0.2 0.5 0.11
H 1.001 1.046 1.955 -0.4 0.4 -0.2 0.12
H 2.354 0.244 1.216 0.1 -0.5 -0.6 0.84
H 2.626 -1.125 3.264 0.5 0.0 0.1 0.44
H 1.483 -0.130 4.093 -0.3 0.2 0.5 0.28
H 0.660 -2.366 3.367 -0.2 -0.4 0.4 0.54
H -0.307 -1.035 2.734 -0.5 -0.1 -0.2 0.34
H 0.697 -1.305 0.564 -0.1 0.4 -0.4 0.37
H 2.063 -2.120 1.209 0.4 -0.4 -0.1 0.67
H 1.048 -4.130 0.835 0.2 -0.6 0.3 0.25
H -0.434 -3.658 1.651 -0.5 -0.1 0.2 0.75
H -2.531 -2.925 1.131 0.1 0.3 0.3 0.31
H -2.770 -4.548 0.558 -0.1 -0.4 0.2 0.33
H -4.775 -1.332 0.088 -0.1 0.3 0.4 0.33
H -4.845 -3.145 -2.180 -1.0 -0.1 0.1 0.34
H -2.576 -3.376 -2.527 -0.3 -0.2 0.1 0.31
H 0.048 -2.102 -4.218 0.3 0.5 -0.1 0.42
H 0.537 -3.742 -4.375 0.4 -0.4 0.1 0.46
H -2.260 -3.952 -4.457 -0.4 -0.3 0.0 0.33
H -1.851 -2.458 -5.319 -0.6 0.5 0.0 0.35
H -1.843 -4.333 -6.834 -0.2 0.0 -0.4 0.40
H -0.254 -3.552 -6.667 0.4 0.1 -0.4 0.34
O -0.477 3.531 3.083 0.1 0.0 -0.1 -0.57
C -0.288 3.300 4.242 -0.4 0.1 -0.1 0.39
O 0.431 2.229 4.649 0.0 -0.1 0.2 -0.17
C 0.408 2.127 6.088 0.0 0.1 0.2 -0.45
C 0.080 3.534 6.578 -0.1 0.0 -0.1 -0.59
C -0.805 4.064 5.447 0.5 -0.1 0.3 -0.47
H -0.354 1.398 6.370 0.0 0.0 0.0 0.29
H 1.377 1.775 6.433 0.1 -0.1 -0.1 0.32
H -0.390 3.546 7.558 0.0 -0.1 0.0 0.36
H 0.993 4.127 6.636 0.0 0.0 0.0 0.28
H -1.855 3.810 5.594 0.0 0.1 -0.1 0.28
H -0.700 5.133 5.295 -0.2 0.0 -0.1 0.32
```
Forces are in eV/Å.

Calculated total energy: -65350.8776 eV
Spin multiplicity: 1
Total charge: +1
F_max: 1.575 eV/A

No. 2
The following is a quantum chemistry calculation of an isolated molecule of C17H26N2OS, from the Open Molecules 2025 dataset.

Geometry as XYZ:
```
47
Properties=species:S:1:pos:R:3:forces:R:3:mulliken_charge:R:1
C 3.386 -2.690 3.347 -0.1 0.2 -0.2 -1.67
H 4.460 -2.525 3.326 0.1 0.0 0.1 0.41
H 3.204 -3.734 3.594 0.0 -0.2 0.1 0.35
H 2.959 -2.072 4.134 0.0 0.0 0.1 0.41
C 2.769 -2.349 1.993 -0.1 -0.3 0.1 1.14
C 3.387 -3.195 0.884 -0.1 0.3 0.1 -1.42
H 3.267 -4.253 1.105 0.0 -0.2 0.0 0.30
H 4.449 -2.982 0.785 0.1 0.0 0.0 0.42
H 2.894 -2.981 -0.060 0.0 0.0 -0.1 0.30
H 2.970 -1.295 1.777 0.0 0.0 0.0 0.16
C 1.252 -2.574 2.038 0.3 0.2 0.0 -1.33
N 0.614 -2.212 0.780 -0.1 -0.1 0.2 0.62
C 0.366 -0.789 0.686 0.2 0.1 -0.2 -0.73
H 1.243 -0.269 1.075 0.0 0.0 0.0 0.37
C 0.153 -0.344 -0.766 0.2 -0.1 0.3 -1.31
N -1.209 -0.493 -1.224 0.0 0.2 -0.1 0.19
C -1.832 -1.697 -1.299 0.3 -0.2 -0.1 0.81
O -3.003 -1.795 -1.612 -0.4 -0.1 0.0 -0.67
C -0.984 -2.911 -0.981 -0.2 -0.1 0.1 -0.97
H -0.089 -2.927 -1.603 0.0 0.0 0.0 0.36
H -1.595 -3.781 -1.224 0.0 0.1 0.0 0.36
C -0.574 -2.994 0.494 0.1 -0.1 -0.2 -0.73
H -0.339 -4.038 0.716 -0.1 0.1 0.0 0.52
H -1.429 -2.696 1.127 0.0 -0.1 0.0 0.35
C -1.984 0.700 -1.491 -0.3 0.0 -0.1 -1.10
C -2.575 1.291 -0.214 0.0 0.5 -0.3 -0.53
H -3.340 0.627 0.188 0.0 0.0 0.1 0.47
H -1.817 1.461 0.551 0.0 -0.1 0.0 0.24
S -3.444 2.854 -0.546 0.0 -0.1 0.1 -0.21
C -2.155 3.946 -1.084 -0.2 -0.2 0.1 0.53
C -2.538 5.011 -1.894 0.0 -0.1 0.1 -0.61
C -1.599 5.923 -2.334 0.0 0.1 0.0 -0.45
C -0.267 5.778 -1.978 0.1 0.1 0.0 -0.53
C 0.113 4.724 -1.166 0.1 0.0 0.0 -0.59
C -0.824 3.813 -0.711 0.0 0.0 0.0 -0.23
H -0.507 3.014 -0.058 0.0 -0.1 0.1 0.39
H 1.147 4.609 -0.876 0.1 0.0 0.0 0.38
H 0.470 6.485 -2.329 0.1 0.1 0.0 0.37
H -1.906 6.745 -2.962 0.0 0.1 -0.1 0.37
H -3.577 5.111 -2.169 -0.1 0.0 -0.1 0.37
H -1.347 1.435 -1.993 -0.1 -0.1 0.0 0.56
H -2.800 0.420 -2.161 0.1 0.1 0.1 0.38
H 0.415 0.711 -0.862 0.0 0.0 0.0 0.47
H 0.833 -0.918 -1.403 0.0 0.1 0.1 0.29
H -0.509 -0.488 1.293 0.1 0.0 0.0 0.45
H 0.817 -2.018 2.886 0.0 -0.1 0.0 0.25
H 1.076 -3.636 2.219 0.0 0.0 0.0 0.49
```
Forces are in eV/Å.

Calculated total energy: -33914.4461 eV
Spin multiplicity: 1
F_max: 0.569 eV/A
Structure (SMILES): CC(C)CN1CCC(=O)N(CCSc2ccccc2)CC1